{
  "formula": "C19H37NO22S4V2",
  "method": "the ωB97M-V functional and the def2-TZVPD basis",
  "gap_ev": 6.8,
  "homo_energy_ha": -0.3553,
  "de_lowest_kcal_mol": 0.0,
  "symbols": ["O", "V", "O", "O", "V", "O", "C", "C", "C", "O", "H", "H", "H", "H", "H", "H", "H", "N", "O", "O", "O", "C", "C", "O", "S", "O", "O", "O", "H", "H", "H", "H", "C", "C", "O", "S", "O", "O", "O", "H", "H", "H", "H", "O", "S", "O", "O", "C", "C", "C", "H", "H", "H", "H", "H", "H", "H", "H", "O", "S", "O", "O", "C", "C", "C", "H", "H", "H", "H", "H", "H", "H", "H", "C", "C", "C", "C", "C", "C", "H", "H", "H", "H", "H", "H"],
  "xyz": [[0.5639, -2.5628, -3.1730], [-0.3692, -1.3570, -3.5975], [-1.9157, -1.8566, -3.4070], [2.1697, 3.1372, -2.8163], [0.7719, 2.6203, -3.3458], [-0.3631, 3.4801, -2.6542], [0.4656, 1.5038, -0.2774], [0.1684, 0.2235, -1.0135], [-1.0531, -0.5353, -0.6549], [0.1436, 0.5115, -2.3926], [0.4476, 1.2564, 0.7840], [-0.2656, 2.2902, -0.4647], [1.4420, 1.9215, -0.5230], [0.9039, -0.5288, -0.7283], [-1.1702, -0.6665, 0.4208], [-1.0614, -1.4642, -1.2252], [-1.9704, -0.0411, -0.9750], [1.9698, 0.3780, -5.5771], [2.0191, 0.3196, -6.7641], [1.4645, -0.5006, -4.8786], [2.1047, 1.4700, -5.0165], [4.6477, -0.0642, -1.4439], [5.8882, 0.8586, -1.5645], [6.8194, 0.2569, -2.4968], [6.0420, -0.8928, -3.4150], [6.7867, -2.1321, -3.5719], [5.2469, -0.2687, -4.5201], [4.9356, -1.1878, -2.1758], [3.6470, 0.3022, -1.6729], [4.6121, -0.2826, -0.3766], [6.3056, 1.1859, -0.6123], [5.6229, 1.7412, -2.1466], [-3.1035, -0.4696, 2.7264], [-3.8672, 0.2433, 1.6930], [-3.1609, 1.4656, 1.5404], [-2.5720, 1.9613, 3.0332], [-3.5538, 2.8040, 3.6760], [-1.0740, 2.1843, 3.1177], [-2.8429, 0.4891, 3.7039], [-2.1912, -0.8221, 2.2453], [-3.6404, -1.3344, 3.1163], [-4.9302, 0.3100, 1.9246], [-3.7394, -0.2603, 0.7348], [6.4241, -0.9488, 3.1159], [5.1269, -0.2020, 2.8527], [4.9298, 0.5846, 1.6244], [3.8247, -1.3529, 2.8901], [2.5103, -0.9394, 2.9672], [1.6601, -1.8796, 2.0640], [4.8121, 0.8273, 4.3235], [2.2983, 0.1227, 2.8444], [2.2792, -0.9825, 4.0316], [1.7718, -2.9128, 2.3926], [1.8682, -1.6851, 1.0119], [0.6288, -1.5655, 2.2254], [3.8803, 1.3370, 4.0786], [5.7045, 1.4529, 4.3369], [4.6130, 0.2059, 5.1967], [-7.4950, 4.0306, -0.4771], [-6.2600, 3.3800, -0.1220], [-6.3307, 2.1009, 0.4306], [-5.4274, 3.2428, -1.5467], [-4.1939, 2.4943, -1.6287], [-3.7379, 1.8917, -3.0139], [-5.1607, 4.3281, 1.0096], [-4.1821, 1.7023, -0.8799], [-3.3670, 3.1262, -1.3044], [-4.6070, 1.5103, -3.5498], [-3.0426, 1.0597, -2.9012], [-3.3407, 2.6611, -3.6759], [-4.1819, 3.8498, 1.0458], [-5.7139, 4.3440, 1.9487], [-5.0857, 5.3386, 0.6081], [-0.0485, -4.8729, 1.9157], [-1.2915, -4.4902, 2.4675], [-2.2048, -3.8924, 1.6868], [-1.9707, -3.7937, 0.2818], [-0.8693, -4.2364, -0.3026], [0.1813, -4.7937, 0.4843], [0.5907, -5.5631, 2.4462], [-1.5643, -4.7005, 3.4911], [-3.1249, -3.6078, 2.1754], [-2.6444, -3.3716, -0.4493], [-0.7062, -4.3565, -1.3634], [1.1026, -5.1305, 0.0324]],
  "forces_ev_per_angstrom": [[-1.535, 1.485, -0.278], [0.618, -0.291, 1.538], [3.102, 1.214, -0.849], [-1.997, -0.245, -0.313], [1.919, -2.034, 1.697], [0.783, -0.341, -1.078], [-0.337, -0.142, 0.783], [0.509, 0.542, 0.226], [-1.763, 0.567, 0.050], [0.049, -0.657, -2.873], [0.105, 0.345, 0.216], [-0.229, -0.162, 0.019], [0.138, -0.243, -0.054], [1.108, 0.225, -0.533], [0.350, -0.518, -0.066], [0.075, -0.419, 0.624], [-0.115, 0.411, -0.106], [-3.336, 1.471, -1.018], [1.343, -1.039, -1.471], [-1.276, -3.394, 1.595], [0.579, 3.266, 1.970], [0.430, 0.772, 1.831], [-1.261, 1.601, -2.078], [0.032, -2.000, -0.756], [-2.970, 0.302, 0.597], [-0.890, 2.771, -0.004], [2.855, -1.543, 2.799], [1.347, -1.695, -2.131], [0.288, 0.713, -0.607], [-0.131, -0.706, -0.144], [0.497, -0.717, -0.235], [-0.356, 0.442, 0.579], [0.470, -1.372, -0.490], [-0.653, -0.703, -1.247], [1.210, 1.993, 1.245], [1.560, -1.663, 1.438], [1.739, -0.101, -1.202], [-5.138, -0.219, -1.138], [0.613, 1.147, 0.698], [0.375, -0.161, 0.411], [0.049, 0.276, 0.376], [0.056, 0.773, -0.012], [-0.261, -0.020, -0.062], [-4.491, 2.172, -1.150], [1.338, -2.500, -0.032], [0.470, -1.055, 2.194], [4.599, 1.236, -0.389], [-1.809, 0.011, 0.596], [0.046, 1.539, 1.184], [-0.582, -0.689, -1.377], [0.425, 0.246, -1.172], [-0.691, -0.793, 0.217], [0.107, 0.142, -0.396], [0.316, -0.402, 0.067], [-0.269, -0.257, 0.006], [0.283, 0.486, 0.073], [-0.305, 0.109, 0.412], [0.585, -0.071, -0.129], [1.549, 0.136, 0.342], [0.515, 1.800, -1.932], [0.033, -2.807, 1.318], [-0.316, 0.331, 0.190], [1.514, -0.636, 0.429], [-1.854, 0.901, 0.282], [-1.058, 0.264, -1.411], [-0.498, -0.222, -0.106], [-0.062, 0.450, 0.002], [-0.109, -0.220, 0.093], [0.087, 0.235, 0.333], [0.267, 0.033, 0.227], [-0.329, -0.123, 0.126], [0.304, -0.169, 0.027], [0.060, -0.026, 0.074], [-0.197, -1.206, -2.584], [1.940, -0.693, 0.289], [-0.914, 0.702, -1.973], [-2.567, 1.231, 1.106], [4.223, -2.256, 0.049], [-1.714, 0.839, 2.547], [0.397, 0.474, 0.457], [0.367, -0.010, 0.198], [-0.316, 0.214, -0.463], [-0.869, 0.167, 0.512], [-0.414, 0.655, -0.274], [-0.010, -0.172, 0.091]]
}

***

{
  "formula": "C14H16Cl3N6ORuS",
  "method": "the ωB97M-V functional and the def2-TZVPD basis",
  "charge": 2,
  "spin_multiplicity": 2,
  "gap_ev": [7.8, 5.4],
  "homo_energy_ha": [-0.5247, -0.5223],
  "de_lowest_kcal_mol": 8.5,
  "symbols": ["Ru", "C", "C", "N", "N", "C", "S", "N", "N", "H", "H", "H", "H", "H", "H", "Cl", "C", "C", "C", "Cl", "C", "O", "C", "Cl", "C", "H", "H", "C", "C", "C", "C", "N", "N", "C", "H", "H", "H", "H", "H", "H", "H", "H"],
  "xyz": [[0.2467, -0.2354, -1.2554], [1.3910, 4.9808, -0.9932], [2.1969, 3.7614, -1.2272], [3.4835, 3.6910, -1.3093], [3.7650, 2.3718, -1.5218], [2.6823, 1.6113, -1.5718], [2.5233, -0.0640, -1.8233], [1.6698, 2.4822, -1.3864], [0.3391, 2.0389, -1.3925], [2.0636, 5.8338, -0.9568], [0.8559, 4.9257, -0.0430], [0.6703, 5.1400, -1.7968], [4.7249, 2.0743, -1.6256], [-0.1700, 2.5568, -0.6819], [-0.0697, 2.2599, -2.3015], [-5.2413, -4.6401, -0.9455], [-3.7213, -3.9153, -1.1353], [-3.6485, -2.5102, -1.2510], [-2.4145, -1.9564, -1.3705], [-2.2122, -0.2257, -1.5621], [-1.2018, -2.7162, -1.3819], [-0.0476, -2.1732, -1.4448], [-1.3381, -4.1428, -1.3162], [0.0690, -5.0917, -1.3809], [-2.5782, -4.7172, -1.1797], [-4.5490, -1.9124, -1.2562], [-2.6701, -5.7919, -1.1066], [-1.0227, 1.2869, 3.8869], [-0.3626, 0.4698, 2.8330], [0.5164, -0.5858, 2.9112], [0.8031, -0.9768, 1.5975], [0.1287, -0.1874, 0.7474], [-0.5637, 0.6921, 1.5170], [1.7163, -2.0671, 1.1592], [-0.7717, 0.8947, 4.8684], [-2.1079, 1.2697, 3.7788], [-0.6921, 2.3252, 3.8411], [0.9024, -1.0316, 3.8117], [-1.2336, 1.3210, 1.1113], [2.1259, -2.5687, 2.0325], [2.5450, -1.6718, 0.5715], [1.1975, -2.8051, 0.5498]],
  "forces_ev_per_angstrom": [[-0.652, 2.375, -1.010], [-0.023, -0.014, 0.002], [-0.014, 0.014, -0.073], [0.007, 0.003, -0.015], [0.002, 0.062, -0.037], [0.102, -0.067, -0.011], [-0.059, -0.538, 0.341], [0.009, 0.061, 0.153], [0.226, -0.516, -0.021], [-0.002, 0.003, 0.002], [0.008, 0.001, 0.001], [0.010, 0.006, -0.007], [-0.008, -0.007, 0.003], [0.016, -0.012, 0.053], [-0.026, 0.114, 0.033], [0.036, 0.039, -0.025], [-0.063, -0.093, 0.009], [0.105, 0.074, -0.057], [0.028, 0.078, 0.068], [-0.036, -0.385, 0.314], [0.162, 0.238, -0.049], [0.056, -0.900, 0.204], [-0.043, -0.143, -0.034], [-0.033, 0.052, 0.025], [0.046, -0.038, -0.014], [-0.016, -0.016, 0.016], [-0.016, 0.003, 0.004], [-0.021, 0.026, -0.046], [0.026, -0.022, 0.032], [-0.048, -0.012, 0.048], [-0.071, 0.172, 0.024], [0.405, -0.566, 0.167], [-0.051, 0.116, -0.126], [0.039, 0.005, 0.016], [-0.001, -0.003, 0.004], [0.001, -0.012, 0.014], [0.007, -0.005, 0.018], [0.012, 0.001, -0.005], [-0.107, -0.080, -0.020], [-0.003, 0.003, 0.004], [-0.017, -0.008, 0.010], [0.005, -0.009, -0.016]]
}

***

{
  "formula": "C10H13NPRu",
  "method": "the ωB97M-V functional and the def2-TZVPD basis",
  "charge": 1,
  "spin_multiplicity": 5,
  "gap_ev": [8.1, 6.3],
  "homo_energy_ha": [-0.4135, -0.4361],
  "de_lowest_kcal_mol": 4.1,
  "symbols": ["C", "C", "C", "C", "C", "Ru", "P", "H", "H", "H", "H", "H", "H", "H", "H", "C", "C", "C", "N", "C", "C", "H", "H", "H", "H", "H"],
  "xyz": [[-0.1864, -0.4210, -1.3338], [-1.0145, -1.1575, -2.3837], [-0.3856, -2.4025, -2.6592], [0.7494, -2.5407, -1.7805], [0.9250, -1.3108, -1.0461], [0.2089, 0.6950, 0.6260], [-0.3084, 2.7454, 0.4428], [-0.0874, 0.7270, -1.2399], [-1.9636, -0.7756, -2.7785], [-0.6891, -3.1700, -3.3732], [1.7641, -0.9292, -0.4293], [1.3671, -3.4492, -1.6746], [-1.4151, 3.0773, 1.2654], [-0.7813, 2.9862, -0.8629], [0.5729, 3.8216, 0.6457], [-0.8945, -1.7958, 4.5572], [-0.8190, -0.3971, 4.5491], [-0.3960, 0.2496, 3.3854], [-0.1524, -0.4547, 2.2749], [-0.1896, -1.8023, 2.2580], [-0.5973, -2.5091, 3.3942], [-1.1645, -2.3183, 5.4858], [-1.0689, 0.2248, 5.4094], [-0.2494, 1.3250, 3.2359], [0.1156, -2.2629, 1.3191], [-0.6668, -3.6046, 3.3427]],
  "forces_ev_per_angstrom": [[1.979, -2.265, -1.348], [1.054, 0.258, 1.119], [1.170, 0.319, 1.553], [-1.312, -0.465, -1.305], [-1.977, 2.904, -0.315], [1.065, -2.029, -0.129], [-0.556, 2.362, -0.012], [-0.540, -1.319, -0.830], [0.580, -0.274, 0.020], [-0.104, 0.390, 0.387], [-0.211, -0.889, -0.556], [-0.387, 0.725, -0.173], [0.142, 0.355, -0.362], [-0.126, 0.582, 0.210], [-0.303, 0.244, -0.037], [-0.091, 0.267, 0.154], [0.309, 0.402, -0.201], [-0.532, -0.743, 0.293], [0.401, -0.930, 0.680], [-0.532, 0.264, 0.917], [0.327, -0.126, -0.493], [0.010, 0.246, -0.579], [0.137, -0.424, -0.093], [-0.311, -0.386, 0.632], [-0.296, -0.083, 0.298], [0.106, 0.615, 0.169]]
}

***

{
  "formula": "C2H2Cl2N",
  "method": "the ωB97M-V functional and the def2-TZVPD basis",
  "charge": 1,
  "gap_ev": 8.0,
  "homo_energy_ha": -0.5862,
  "de_lowest_kcal_mol": 69.4,
  "symbols": ["C", "C", "N", "Cl", "Cl", "H", "H"],
  "xyz": [[1.1986, -0.1797, 0.6383], [-1.2006, 0.2045, -0.5838], [0.0077, 0.4806, -0.5846], [2.5686, -0.4759, -0.0988], [-1.9070, -1.0736, 0.2230], [1.1122, 0.1553, 1.5903], [-1.7795, 0.8888, -1.1844]],
  "forces_ev_per_angstrom": [[-3.202, 1.372, -7.252], [-0.353, -0.509, 0.391], [4.729, -0.644, 3.284], [0.350, -0.438, 0.358], [-0.642, -0.381, 0.304], [-0.311, 0.677, 3.245], [-0.571, -0.078, -0.330]]
}

***

Repeat the third record exactly.
{
  "formula": "C10H13NPRu",
  "method": "the ωB97M-V functional and the def2-TZVPD basis",
  "charge": 1,
  "spin_multiplicity": 5,
  "gap_ev": [8.1, 6.3],
  "homo_energy_ha": [-0.4135, -0.4361],
  "de_lowest_kcal_mol": 4.1,
  "symbols": ["C", "C", "C", "C", "C", "Ru", "P", "H", "H", "H", "H", "H", "H", "H", "H", "C", "C", "C", "N", "C", "C", "H", "H", "H", "H", "H"],
  "xyz": [[-0.1864, -0.4210, -1.3338], [-1.0145, -1.1575, -2.3837], [-0.3856, -2.4025, -2.6592], [0.7494, -2.5407, -1.7805], [0.9250, -1.3108, -1.0461], [0.2089, 0.6950, 0.6260], [-0.3084, 2.7454, 0.4428], [-0.0874, 0.7270, -1.2399], [-1.9636, -0.7756, -2.7785], [-0.6891, -3.1700, -3.3732], [1.7641, -0.9292, -0.4293], [1.3671, -3.4492, -1.6746], [-1.4151, 3.0773, 1.2654], [-0.7813, 2.9862, -0.8629], [0.5729, 3.8216, 0.6457], [-0.8945, -1.7958, 4.5572], [-0.8190, -0.3971, 4.5491], [-0.3960, 0.2496, 3.3854], [-0.1524, -0.4547, 2.2749], [-0.1896, -1.8023, 2.2580], [-0.5973, -2.5091, 3.3942], [-1.1645, -2.3183, 5.4858], [-1.0689, 0.2248, 5.4094], [-0.2494, 1.3250, 3.2359], [0.1156, -2.2629, 1.3191], [-0.6668, -3.6046, 3.3427]],
  "forces_ev_per_angstrom": [[1.979, -2.265, -1.348], [1.054, 0.258, 1.119], [1.170, 0.319, 1.553], [-1.312, -0.465, -1.305], [-1.977, 2.904, -0.315], [1.065, -2.029, -0.129], [-0.556, 2.362, -0.012], [-0.540, -1.319, -0.830], [0.580, -0.274, 0.020], [-0.104, 0.390, 0.387], [-0.211, -0.889, -0.556], [-0.387, 0.725, -0.173], [0.142, 0.355, -0.362], [-0.126, 0.582, 0.210], [-0.303, 0.244, -0.037], [-0.091, 0.267, 0.154], [0.309, 0.402, -0.201], [-0.532, -0.743, 0.293], [0.401, -0.930, 0.680], [-0.532, 0.264, 0.917], [0.327, -0.126, -0.493], [0.010, 0.246, -0.579], [0.137, -0.424, -0.093], [-0.311, -0.386, 0.632], [-0.296, -0.083, 0.298], [0.106, 0.615, 0.169]]
}

***

Repeat the fourth record exactly.
{
  "formula": "C2H2Cl2N",
  "method": "the ωB97M-V functional and the def2-TZVPD basis",
  "charge": 1,
  "gap_ev": 8.0,
  "homo_energy_ha": -0.5862,
  "de_lowest_kcal_mol": 69.4,
  "symbols": ["C", "C", "N", "Cl", "Cl", "H", "H"],
  "xyz": [[1.1986, -0.1797, 0.6383], [-1.2006, 0.2045, -0.5838], [0.0077, 0.4806, -0.5846], [2.5686, -0.4759, -0.0988], [-1.9070, -1.0736, 0.2230], [1.1122, 0.1553, 1.5903], [-1.7795, 0.8888, -1.1844]],
  "forces_ev_per_angstrom": [[-3.202, 1.372, -7.252], [-0.353, -0.509, 0.391], [4.729, -0.644, 3.284], [0.350, -0.438, 0.358], [-0.642, -0.381, 0.304], [-0.311, 0.677, 3.245], [-0.571, -0.078, -0.330]]
}